No. 1
The following is a DFT calculation (ωB97M-V/def2-TZVPD) of one molecule with the formula C4H6O at a distorted geometry.

Values from the calculation:
LUMO in Eh: 0.02304
SMILES: O=C1CCC1
Max |F| in eV/Å: 4.38
HOMO-LUMO gap in eV: 10.339
Energy in eV: -6289.010
Energy above the lowest of the compared OMol25 structures with the same formula, charge and spin in eV: 2.908

Geometry as ORCA input:
```
! wB97M-V def2-TZVPD RIJCOSX def2/J DEFGRID3
* xyz 0 1
O -1.862 -0.029 -0.206
C -0.673 -0.055 0.077
C 0.325 1.106 0.198
C 1.468 0.036 -0.335
C 0.422 -1.070 0.221
H 0.092 2.276 -0.286
H 0.446 1.184 1.497
H 1.523 -0.009 -1.667
H 2.630 0.138 0.144
H 0.300 -2.144 -0.362
H 0.650 -1.318 1.352
*
```

No. 2
The following is a DFT calculation (ωB97M-V/def2-TZVPD) of one molecule with the formula C4H6O2 at a distorted geometry.

Values from the calculation:
LUMO in Eh: 0.03608
SMILES: C1=COCOC1
Max |F| in eV/Å: 5.93
HOMO-LUMO gap in eV: 9.964
Energy in eV: -8337.081
Energy above the lowest of the compared OMol25 structures with the same formula, charge and spin in eV: 3.380

Geometry as ORCA input:
```
! wB97M-V def2-TZVPD RIJCOSX def2/J DEFGRID3
* xyz 0 1
C -0.657 -0.286 1.216
C -1.018 -0.735 0.094
O -0.665 -0.518 -1.193
C 0.321 0.588 -1.155
O 1.248 0.305 -0.102
C 0.662 0.318 1.170
H -1.321 -0.087 2.110
H -1.942 -1.180 -0.042
H 0.640 0.838 -2.105
H -0.264 1.511 -0.924
H 0.938 1.440 1.625
H 1.441 -0.123 1.747
*
```

No. 3
The following is a DFT calculation (ωB97M-V/def2-TZVPD) of a 2-piece molecular cluster, C4H6O2 overall at a distorted geometry.

Values from the calculation:
LUMO in Eh: 0.03812
Max |F| in eV/Å: 3.10
HOMO-LUMO gap in eV: 10.616
Energy in eV: -8336.745
Energy above the lowest of the compared OMol25 structures with the same formula, charge and spin in eV: 3.716

Geometry as ORCA input:
```
! wB97M-V def2-TZVPD RIJCOSX def2/J DEFGRID3
* xyz 0 1
O -1.434 2.491 0.283
C -1.225 1.523 -0.273
C 0.723 0.227 0.178
C -0.443 -0.531 0.809
O -0.290 -1.540 -0.198
C 0.514 -0.673 -1.036
H -1.431 0.059 0.630
H 1.149 1.233 0.241
H 1.365 -0.392 0.808
H -0.304 -0.913 1.842
H -0.062 -0.332 -1.908
H 1.438 -1.152 -1.375
*
```

No. 4
The following is a DFT calculation (ωB97M-V/def2-TZVPD) of one molecule with the formula C4H6O2.

Values from the calculation:
LUMO in Eh: -0.03077
Max |F| in eV/Å: 0.27
HOMO-LUMO gap in eV: 7.096
Energy in eV: -8337.670
Energy above the lowest of the compared OMol25 structures with the same formula, charge and spin in eV: 2.791

Geometry as ORCA input:
```
! wB97M-V def2-TZVPD RIJCOSX def2/J DEFGRID3
* xyz 0 1
C -1.802 0.117 -0.032
C -0.355 0.293 -0.217
O 0.068 1.369 -0.773
C 0.643 -0.787 0.094
O 0.209 -1.952 -0.035
C 1.889 -0.244 0.385
H -2.386 0.916 -0.489
H -2.043 -0.868 -0.444
H -2.009 0.048 1.042
H 2.738 -0.898 0.543
H 1.057 1.231 -0.832
H 1.989 0.775 0.757
*
```

No. 5
The following is a DFT calculation (ωB97M-V/def2-TZVPD) of one molecule with the formula C4H6O2 at a distorted geometry.

Values from the calculation:
LUMO in Eh: 0.02827
SMILES: O=C1CCCO1
Max |F| in eV/Å: 3.24
HOMO-LUMO gap in eV: 11.139
Energy in eV: -8339.237
Energy above the lowest of the compared OMol25 structures with the same formula, charge and spin in eV: 1.224

Geometry as ORCA input:
```
! wB97M-V def2-TZVPD RIJCOSX def2/J DEFGRID3
* xyz 0 1
O -1.228 -1.783 1.608
C -0.613 -1.014 0.919
C -1.105 0.072 -0.019
C 0.149 0.760 -0.605
C 1.244 -0.198 -0.185
O 0.750 -0.965 0.924
H -2.028 -0.146 -0.563
H -1.124 1.029 0.479
H 0.061 1.034 -1.652
H 0.284 1.734 -0.049
H 2.120 0.355 0.142
H 1.492 -0.879 -0.999
*
```

No. 6
The following is a DFT calculation (ωB97M-V/def2-TZVPD) of one molecule with the formula C4H6O2.

Values from the calculation:
LUMO in Eh: 0.02729
SMILES: CC(=O)CC=O
Max |F| in eV/Å: 0.56
HOMO-LUMO gap in eV: 10.504
Energy in eV: -8339.628
Energy above the lowest of the compared OMol25 structures with the same formula, charge and spin in eV: 0.833

Geometry as ORCA input:
```
! wB97M-V def2-TZVPD RIJCOSX def2/J DEFGRID3
* xyz 0 1
C 1.774 0.489 -0.230
C 0.286 0.695 -0.020
O -0.192 1.769 0.271
C -0.525 -0.579 -0.103
C -2.017 -0.457 0.139
O -2.799 -1.314 -0.199
H 2.013 -0.537 -0.529
H 2.297 0.713 0.705
H 2.140 1.184 -0.987
H -0.342 -1.115 -1.043
H -0.065 -1.212 0.667
H -2.360 0.462 0.653
*
```

No. 7
The following is a DFT calculation (ωB97M-V/def2-TZVPD) of one molecule with the formula C4H6O2 at a distorted geometry.

Values from the calculation:
LUMO (alpha / beta) in Eh: -0.05244 / -0.04827
Max |F| in eV/Å: 1.66
HOMO-LUMO gap (alpha / beta) in eV: 8.440 / 8.359
Energy in eV: -8335.437
Energy above the lowest of the compared OMol25 structures with the same formula, charge and spin in eV: 5.024

Geometry as ORCA input:
```
! wB97M-V def2-TZVPD RIJCOSX def2/J DEFGRID3
* xyz 0 1
O 0.028 -0.758 -1.705
C -0.606 -0.308 -0.718
C -0.158 -0.756 0.635
C 1.262 -0.056 0.624
O 1.418 0.614 -0.548
C -1.292 0.900 -0.849
H -0.044 -1.841 0.679
H -0.799 -0.414 1.452
H 1.286 0.663 1.463
H 2.086 -0.765 0.812
H -1.361 1.362 -1.829
H -1.821 1.358 -0.017
*
```

No. 8
The following is a DFT calculation (ωB97M-V/def2-TZVPD) of one molecule with the formula C4H6O2.

Values from the calculation:
LUMO in Eh: 0.03747
SMILES: O=COC1CC1
Max |F| in eV/Å: 0.51
HOMO-LUMO gap in eV: 11.433
Energy in eV: -8339.033
Energy above the lowest of the compared OMol25 structures with the same formula, charge and spin in eV: 1.428

Geometry as ORCA input:
```
! wB97M-V def2-TZVPD RIJCOSX def2/J DEFGRID3
* xyz 0 1
O 0.359 -0.028 2.305
C -0.500 0.686 1.863
O -0.706 1.044 0.589
C 0.127 0.611 -0.474
C -0.404 -0.498 -1.323
C 0.833 -0.706 -0.492
H -1.284 1.163 2.470
H 0.595 1.468 -0.950
H -1.316 -0.962 -0.957
H -0.328 -0.421 -2.403
H 0.772 -1.332 0.389
H 1.792 -0.731 -1.001
*
```

No. 9
The following is a DFT calculation (ωB97M-V/def2-TZVPD) of C4H6O2 as an isolated structure at a distorted geometry.

Values from the calculation:
LUMO in Eh: 0.02680
Max |F| in eV/Å: 2.00
HOMO-LUMO gap in eV: 9.423
Energy in eV: -8335.929
Energy above the lowest of the compared OMol25 structures with the same formula, charge and spin in eV: 4.532

Geometry as ORCA input:
```
! wB97M-V def2-TZVPD RIJCOSX def2/J DEFGRID3
* xyz 0 1
O -1.413 -1.926 0.452
C -0.120 -1.732 0.253
C 0.199 -0.507 -0.484
C -0.480 0.828 -0.160
C 0.940 1.267 0.222
O 1.485 -0.028 -0.067
H -1.141 -2.776 0.842
H 0.190 -0.809 -1.546
H -1.203 0.770 0.658
H -0.928 1.336 -1.014
H 1.093 1.545 1.271
H 1.378 2.032 -0.427
*
```

No. 10
The following is a DFT calculation (ωB97M-V/def2-TZVPD) of one molecule with the formula C4H6O2.

Values from the calculation:
LUMO in Eh: 0.02039
Max |F| in eV/Å: 0.60
HOMO-LUMO gap in eV: 9.589
Energy in eV: -8337.468
Energy above the lowest of the compared OMol25 structures with the same formula, charge and spin in eV: 2.993

Geometry as ORCA input:
```
! wB97M-V def2-TZVPD RIJCOSX def2/J DEFGRID3
* xyz 0 1
O 1.314 -1.333 0.775
C 0.349 -1.471 -0.117
C -0.857 -0.741 0.431
C -0.948 0.647 -0.230
O -2.005 1.196 -0.431
C 0.395 1.241 -0.576
H 2.113 -1.733 0.400
H 0.942 0.485 -1.151
H -0.802 -0.579 1.519
H -1.771 -1.287 0.184
H 0.306 2.163 -1.149
H 0.965 1.412 0.345
*
```

No. 11
The following is a DFT calculation (ωB97M-V/def2-TZVPD) of one molecule with the formula C4H6O2 at a distorted geometry.

Values from the calculation:
LUMO in Eh: 0.00487
SMILES: CC(=O)CC=O
Max |F| in eV/Å: 3.97
HOMO-LUMO gap in eV: 9.528
Energy in eV: -8337.788
Energy above the lowest of the compared OMol25 structures with the same formula, charge and spin in eV: 2.673

Geometry as ORCA input:
```
! wB97M-V def2-TZVPD RIJCOSX def2/J DEFGRID3
* xyz 0 1
C 1.528 0.412 -0.822
C 0.667 0.209 0.503
O 0.748 1.353 0.887
C -0.675 -0.505 0.993
C -1.653 -0.552 -0.167
O -2.137 -1.567 -0.603
H 1.158 -0.280 -1.546
H 2.589 0.303 -0.576
H 1.414 1.445 -1.248
H -0.662 -1.491 1.470
H -1.072 0.235 1.713
H -1.906 0.437 -0.604
*
```

No. 12
The following is a DFT calculation (ωB97M-V/def2-TZVPD) of a 2-piece molecular cluster, C4H6O2 overall.

Values from the calculation:
LUMO in Eh: 0.00819
Max |F| in eV/Å: 0.55
HOMO-LUMO gap in eV: 9.268
Energy in eV: -8335.944
Energy above the lowest of the compared OMol25 structures with the same formula, charge and spin in eV: 4.517

Geometry as ORCA input:
```
! wB97M-V def2-TZVPD RIJCOSX def2/J DEFGRID3
* xyz 0 1
O 0.682 1.850 -0.866
C 1.078 0.627 -1.102
C -1.325 -1.263 0.014
C -1.536 -0.324 0.935
C 1.975 0.184 0.002
O 3.140 0.527 0.029
H 0.162 2.154 -1.624
H -1.221 -2.308 0.300
H -1.233 -1.035 -1.050
H -1.636 -0.568 1.993
H -1.635 0.728 0.674
H 1.547 -0.572 0.694
*
```